Record 1
Molecular formula: C3H5F2NO2S
Method: DFT, ωB97M-V/def2-TZVPD

Its total charge is 0. As for the HOMO energy (spin up / spin down): -9.824 / -9.825 eV. The calculation puts the frontier orbital gap (spin up / spin down) at 9.54 / 9.54 eV.

Each line ends with the natural charge from an NBO analysis.
Cartesian coordinates (Å):
C -1.666670 1.822019 0.448628  -0.111
C -0.141460 -1.697262 -0.210797  -0.707
C 1.147911 -0.998583 0.077652  0.535
N -0.823870 1.250581 1.147585  -0.459
O 0.335191 1.027057 -1.506706  -0.918
O 2.038864 1.604891 0.188227  -0.866
F 1.581208 -1.136705 1.336361  -0.312
F 2.160887 -1.333708 -0.735761  -0.313
S 0.885640 0.862499 -0.191144  2.001
H -2.614725 2.111912 0.899308  0.195
H -1.540113 2.053439 -0.612208  0.200
H -0.513786 -1.342578 -1.169253  0.256
H -0.001161 -2.777298 -0.248291  0.246
H -0.847914 -1.446259 0.576400  0.253

Atoms 1-6, force components in eV/Å:
C -0.6 0.5 -1.0
C 0.0 -0.1 0.0
C -0.2 0.6 0.1
N 3.0 -1.2 -0.6
O -0.2 -0.1 -0.3
O 0.3 0.0 0.5

Record 2
Molecular formula: C41H39AuN6S4
Method: DFT, ωB97M-V/def2-TZVPD

Its spin multiplicity is 3. Its total charge is 0. As for the HOMO energy (spin up / spin down): -6.843 / -6.880 eV. The calculation puts the frontier orbital gap (spin up / spin down) at 6.70 / 6.73 eV.

Each line ends with the Mulliken spin population.
Cartesian coordinates (Å):
Au -0.492605 0.012815 -3.580283  0.593
N -1.861512 0.251982 -1.655078  0.010
S -2.052568 0.463150 -0.237712  0.000
N -0.818142 0.680489 0.873431  -0.003
S 0.345858 -0.223046 1.305504  0.000
N 1.744375 -0.064469 0.670291  0.001
S 2.076934 -0.548803 -0.892815  -0.005
N 1.071349 -0.522174 -1.930566  0.025
C 3.533752 0.468839 -1.169122  -0.004
C 4.511430 0.649092 -0.205075  -0.002
C 5.633357 1.396613 -0.528138  0.000
C 5.765803 1.935397 -1.802017  -0.001
C 4.777639 1.741418 -2.757694  -0.002
C 3.648180 1.002031 -2.440090  0.031
C 2.814885 -2.180283 -0.628009  0.002
C 3.051227 -2.909957 -1.783206  0.000
C 3.551646 -4.196959 -1.681525  0.000
C 3.794504 -4.749172 -0.430478  0.000
C 3.534959 -4.020053 0.720350  0.000
C 3.047267 -2.724747 0.624505  0.000
C 0.665540 0.302720 2.980496  0.000
C -0.337711 0.933128 3.696700  0.000
C -0.091508 1.331744 5.000182  0.000
C 1.148063 1.093796 5.577579  0.000
C 2.148029 0.460598 4.850197  0.000
C 1.909928 0.065041 3.545095  0.000
C -0.125547 -1.945639 1.472108  0.001
C -0.275575 -2.495639 2.737591  0.000
C -0.638033 -3.827271 2.851302  0.000
C -0.839292 -4.586770 1.708620  0.000
C -0.682338 -4.024032 0.450357  0.000
C -0.330001 -2.689438 0.318375  0.000
C -2.920218 1.993060 0.167428  -0.001
C -2.357965 3.012515 0.917124  0.000
C -3.060339 4.199874 1.072633  -0.001
C -4.307098 4.354587 0.485430  0.000
C -4.860225 3.324736 -0.266874  0.000
C -4.163469 2.140251 -0.430214  0.003
C -3.108882 -0.752902 0.592029  0.005
C -3.551419 -0.537869 1.887479  -0.003
C -4.408505 -1.461087 2.465106  0.000
C -4.812083 -2.576618 1.741453  0.000
C -4.368752 -2.772080 0.440456  0.000
C -3.512857 -1.850257 -0.144442  0.001
H 4.389569 0.218494 0.780445  0.000
H 6.405241 1.562337 0.212010  0.000
H 6.648558 2.509727 -2.052017  0.000
H 4.884449 2.164372 -3.747610  0.000
H 2.843606 0.829495 -3.147777  -0.019
H 2.809437 -2.463999 -2.740757  0.000
H 3.738803 -4.775166 -2.576289  0.000
H 4.184406 -5.755864 -0.353187  0.000
H 3.706674 -4.460298 1.694205  0.000
H 2.830718 -2.146690 1.509495  0.001
H -1.289475 1.116682 3.217246  0.000
H -0.867207 1.828506 5.566986  0.000
H 1.338598 1.401469 6.597198  0.000
H 3.114549 0.275950 5.298963  0.000
H 2.684136 -0.405470 2.956383  0.000
H -0.106214 -1.895736 3.622010  0.000
H -0.756789 -4.270108 3.831485  0.000
H -1.119010 -5.629137 1.794137  0.000
H -0.847734 -4.617861 -0.438236  0.000
H -0.208484 -2.238035 -0.660920  -0.001
H -1.380210 2.872794 1.356882  0.002
H -2.631548 5.005699 1.654372  0.000
H -4.850067 5.282198 0.612495  0.000
H -5.829240 3.451230 -0.730731  0.000
H -4.562135 1.328948 -1.028418  0.000
H -3.242121 0.349497 2.425729  0.000
H -4.770006 -1.306113 3.473695  0.000
H -5.486446 -3.290660 2.196751  0.000
H -4.695996 -3.636267 -0.122400  0.000
H -3.153972 -1.956406 -1.163259  -0.001
C 0.409633 3.067969 -1.970267  0.121
C -0.228290 3.035423 -3.375707  -0.182
C 0.406602 4.139781 -4.244178  0.068
C -1.743590 3.308107 -3.248128  0.106
N -0.023404 1.785809 -4.002923  1.360
H 0.178487 4.019540 -1.487900  0.000
H 1.493304 2.956679 -2.042045  0.000
H 0.019953 2.247686 -1.367916  -0.028
H 0.238642 5.119351 -3.794128  0.001
H -0.030834 4.124298 -5.242705  -0.006
H 1.480062 3.968655 -4.338528  -0.011
H -1.908843 4.260675 -2.741185  0.005
H -2.205356 2.503599 -2.680141  -0.012
H -2.199230 3.343537 -4.238921  -0.003
S -1.933155 -4.513617 -4.092192  0.009
C -1.454901 -2.987791 -3.911841  -0.001
N -1.079250 -1.883903 -3.848669  -0.061

Atoms 1-6, force components in eV/Å:
Au -0.1 0.1 -0.7
N -0.3 -0.1 0.7
S -0.2 0.0 -0.3
N 0.0 -0.3 0.0
S -0.1 0.3 0.0
N 0.2 -0.2 -0.1

Record 3
Molecular formula: C43H33AsClF6IN3NaO4
Method: DFT, ωB97M-V/def2-TZVPD

Its total charge is -2. As for the HOMO energy: -1.431 eV. The calculation puts the frontier orbital gap at 5.18 eV.

Each line ends with the Mulliken charge.
Cartesian coordinates (Å):
Na -0.033621 0.801202 0.035230  0.756
C 0.828343 2.965243 2.250626  -0.525
C 1.503229 2.838572 1.020950  -0.494
C 2.324152 1.691604 1.089787  -1.317
C 2.153180 1.117769 2.365384  0.694
C 1.226529 1.900803 3.082264  -1.162
H 0.108983 3.735191 2.500609  0.564
H 1.385201 3.487524 0.161750  0.450
H 2.953759 1.306964 0.296338  0.455
H 2.648759 0.225997 2.727969  0.250
H 0.879975 1.715600 4.092716  0.384
Cl -0.029753 -2.348461 -6.989263  -0.341
C 0.438394 -2.057086 -5.319866  0.588
C 1.435904 -2.806195 -4.765259  -0.466
C 1.823180 -2.624389 -3.434890  -0.213
I 3.401552 -3.747403 -2.664302  -0.057
C 1.199957 -1.695661 -2.563288  0.026
O 1.446183 -1.571310 -1.345321  -0.543
C 0.183665 -0.843692 -3.223794  -0.062
N -0.340395 0.139654 -2.453941  0.063
C -1.267923 0.923414 -2.962360  -0.238
C -1.738500 0.784212 -4.280747  -0.952
C -1.210479 -0.188311 -5.081111  -0.931
C -0.208204 -1.039129 -4.569582  0.396
H 1.931530 -3.556486 -5.368456  0.376
H -1.676381 1.669198 -2.289244  0.417
H -2.511901 1.452448 -4.638195  0.452
H -1.543370 -0.316678 -6.103012  0.374
O -6.419905 0.582862 4.423767  -0.559
C -6.503560 -0.757003 3.980357  -0.506
N -5.579183 -1.085929 2.933087  -0.102
C -4.265041 -1.341917 3.270744  -0.874
O -3.891814 -1.357421 4.430283  -0.646
C -3.373892 -1.573152 2.104475  1.417
C -3.799151 -2.270836 0.980307  -0.124
C -2.957280 -2.358821 -0.110966  -1.111
C -1.733571 -1.708314 -0.047778  -0.039
N -1.316369 -1.045635 1.028126  1.910
C -2.108163 -0.998088 2.091293  -1.392
H -5.532900 0.710312 4.782114  0.354
H -7.520763 -0.890826 3.617683  0.375
H -6.308774 -1.446669 4.801106  0.332
H -5.719259 -0.654158 2.030319  0.269
H -4.775507 -2.741150 0.968673  0.468
H -3.234589 -2.903386 -1.002810  0.502
H -1.047210 -1.720687 -0.888284  -0.263
H -1.738650 -0.450444 2.952746  0.302
C 5.580694 -4.689725 2.320102  -0.455
C 5.400657 -3.366434 2.699711  -0.750
C 4.188555 -2.733242 2.462070  -0.240
C 3.131342 -3.417476 1.864093  0.435
C 3.321970 -4.741793 1.482545  -0.265
C 4.539925 -5.372480 1.706561  -0.758
As 1.495748 -2.371796 1.521065  0.708
C 0.684988 -2.584905 3.293516  0.204
C 0.925084 -1.790183 4.405309  -0.476
C 0.166412 -1.971827 5.555627  -0.854
C -0.844256 -2.924691 5.584054  -0.748
C -1.102757 -3.705288 4.468114  -0.531
C -0.336784 -3.539766 3.318089  0.988
C -0.539784 -4.247267 2.038997  0.447
C -1.513336 -5.212444 1.791775  -0.194
C -1.622405 -5.774336 0.528242  -0.864
C -0.774296 -5.369162 -0.496542  -0.756
C 0.188535 -4.395201 -0.261384  0.325
C 0.316394 -3.845169 1.006826  -0.358
H 6.530849 -5.181976 2.491776  0.349
H 6.209146 -2.817606 3.168244  0.412
H 4.069874 -1.689420 2.733498  0.246
H 2.518336 -5.287325 1.003960  0.364
H 4.674185 -6.402401 1.395603  0.378
H 1.673696 -1.007914 4.365941  0.274
H 0.341647 -1.342777 6.420226  0.408
H -1.459136 -3.032368 6.469112  0.374
H -1.919700 -4.417199 4.488170  0.299
H -2.191821 -5.520156 2.579224  0.333
H -2.382947 -6.522810 0.336268  0.362
H -0.872229 -5.796030 -1.487949  0.408
H 0.826433 -4.047089 -1.063423  -0.201
C -3.083811 2.549637 1.821870  -1.540
C -2.957090 2.455481 0.286397  1.275
O -1.910057 1.743018 -0.117290  -0.673
C -4.276805 1.831126 -0.252844  0.175
F -4.288553 1.662287 -1.583030  -0.278
F -4.472226 0.603985 0.278694  0.006
F -5.399511 2.532503 0.047879  -0.334
C -2.845184 3.911952 -0.258433  0.442
F -2.816147 3.968296 -1.605599  -0.258
F -3.854807 4.741782 0.121641  -0.316
F -1.717545 4.484272 0.172743  -0.239
H -3.208098 1.536435 2.206002  0.076
H -3.911951 3.172372 2.167320  0.384
H -2.136400 2.931073 2.199196  0.155

Atoms 1-6, force components in eV/Å:
Na 0.6 -0.1 0.1
C -0.1 0.0 0.0
C 0.0 0.0 0.0
C 0.0 0.0 0.0
C 0.0 0.0 0.0
C 0.0 0.0 0.0

Record 4
Molecular formula: C31H75N2O8P
Method: DFT, ωB97M-V/def2-TZVPD

Its total charge is 0. Its structure (SMILES) is CC(C)=CCC[C@@H](C)CC[PH2](N)CCCCCN.COCCOC.COCCOC.COCCOC.COCCOC. As for the HOMO energy: -8.220 eV. The calculation puts the frontier orbital gap at 8.77 eV.

Each line ends with the Mulliken charge.
Cartesian coordinates (Å):
C 1.074950 0.979087 -0.160463  -1.215
C -0.234831 0.917811 -1.088431  0.764
C -1.636842 0.986487 -0.373752  -0.378
C -0.026637 0.770715 -2.461392  -0.617
C -1.187784 0.626434 -3.545697  -0.420
C -1.567470 2.007921 -4.246365  -1.010
C -3.092589 2.447174 -4.096268  0.306
C -4.150551 1.276980 -4.277424  -0.930
C -3.316393 3.303000 -2.750114  -0.094
C -4.695516 4.111451 -2.749760  -0.939
P -4.904209 4.959136 -1.015810  0.507
N -4.996434 5.761224 0.610910  -0.885
C -6.408783 3.898779 -0.590502  -1.061
C -6.060680 2.315636 -0.482914  0.573
C -7.245103 1.541720 -1.207479  -0.577
C -7.122733 -0.053657 -1.193171  -0.548
C -6.016834 -0.634478 -0.216582  -0.733
N -4.649814 -0.683037 -0.844109  -0.405
H 0.742372 0.698390 0.886725  0.243
H 1.785253 0.215223 -0.617374  0.156
H 1.528871 2.023883 -0.163020  0.391
H -2.519207 0.746622 -1.036092  -0.488
H -1.773041 2.050794 0.011548  0.202
H -1.690557 0.295162 0.519698  0.513
H 1.050996 0.713372 -2.824224  0.342
H -0.753255 -0.053976 -4.354221  0.228
H -2.043613 0.094500 -3.040551  0.241
H -0.950134 2.820320 -3.730778  0.376
H -1.313810 2.011000 -5.346695  0.415
H -3.295274 3.191060 -4.942517  0.345
H -4.181097 0.884747 -5.347849  0.338
H -5.180332 1.748900 -4.113106  0.382
H -4.071739 0.443061 -3.521167  -0.048
H -2.497743 4.103918 -2.765010  0.421
H -3.139661 2.698783 -1.811749  -0.477
H -4.699252 4.907695 -3.569583  0.594
H -5.602134 3.460513 -2.941402  0.104
H -5.184147 6.209351 -1.700634  -0.034
H -3.536504 4.660611 -0.706787  -0.126
H -5.668075 6.536223 0.476159  0.297
H -4.054134 6.156836 0.764149  0.298
H -6.966468 4.218062 0.335514  0.417
H -7.137017 4.005178 -1.466683  0.472
H -6.037994 2.092765 0.624743  0.447
H -5.036360 2.106591 -0.911256  -0.502
H -8.216187 1.848966 -0.694052  0.294
H -7.255212 1.887660 -2.292145  0.138
H -6.867790 -0.388360 -2.243105  0.277
H -8.153468 -0.463982 -0.956854  0.326
H -5.993733 -0.148939 0.806126  0.332
H -6.295786 -1.730737 -0.024537  0.357
H -4.042983 -1.322062 -0.324832  0.217
H -4.762403 -1.059574 -1.797202  0.179
C 4.261958 5.848683 3.641833  -0.679
O 4.197438 4.573268 4.262607  -0.365
C 2.878058 4.035355 4.260836  -0.655
C 2.713202 2.976236 3.179701  -0.395
O 2.792275 3.547647 1.877169  -0.346
C 4.054360 3.320912 1.265963  -0.878
H 5.313057 6.099671 3.493059  0.240
H 3.762725 5.853815 2.670745  0.282
H 3.811920 6.603769 4.294069  0.325
H 2.132856 4.829316 4.148653  0.353
H 2.724993 3.566402 5.237964  0.380
H 1.716045 2.533438 3.272591  0.352
H 3.449211 2.174606 3.300387  0.368
H 4.134259 2.273200 0.958280  0.317
H 4.881207 3.573251 1.935169  0.450
H 4.122828 3.951762 0.378248  0.252
C 2.899916 -3.061413 -6.251555  -0.671
O 4.226017 -3.257885 -5.784004  -0.371
C 4.957621 -2.038294 -5.699825  -0.505
C 5.044386 -1.542759 -4.262959  -0.548
O 3.766809 -1.146621 -3.773630  -0.295
C 3.187358 -2.122978 -2.919382  -0.600
H 2.344596 -3.986740 -6.092363  0.251
H 2.394594 -2.256165 -5.714216  0.252
H 2.911556 -2.841493 -7.323867  0.329
H 4.520850 -1.275099 -6.351900  0.316
H 5.969401 -2.249352 -6.060337  0.379
H 5.684559 -0.654831 -4.236792  0.376
H 5.494366 -2.300647 -3.613439  0.328
H 3.703202 -2.125846 -1.953747  0.312
H 3.224088 -3.122327 -3.360307  0.446
H 2.141706 -1.855124 -2.756184  -0.012
C 0.054013 -3.749212 -0.919969  -0.619
O 1.410520 -3.958097 -0.554302  -0.375
C 1.786637 -3.191135 0.586059  -0.224
C 1.825484 -4.047599 1.843818  -0.381
O 0.519814 -4.487409 2.211326  -0.374
C 0.282866 -5.839235 1.849011  -0.730
H -0.219445 -4.509132 -1.653599  0.301
H -0.616220 -3.837073 -0.062181  0.347
H -0.060390 -2.762059 -1.380533  0.108
H 1.118609 -2.333061 0.714724  0.190
H 2.793247 -2.807086 0.391666  0.314
H 2.199911 -3.437258 2.672058  0.191
H 2.504232 -4.897584 1.719857  0.386
H 0.839698 -6.506095 2.515175  0.318
H 0.563098 -6.036668 0.810882  0.295
H -0.783428 -6.040575 1.964328  0.254
C 2.356437 -3.687184 5.769809  -0.867
O 3.658312 -3.595414 5.206627  -0.261
C 4.510702 -2.734267 5.956728  -0.564
C 5.473672 -3.529330 6.827553  -0.519
O 4.784036 -4.224086 7.862574  -0.375
C 4.624463 -5.604902 7.573944  -0.675
H 1.830575 -4.507741 5.279380  0.203
H 2.390714 -3.888548 6.842410  0.488
H 1.805585 -2.759716 5.583700  0.311
H 3.924583 -2.032965 6.559168  0.367
H 5.090582 -2.152461 5.233183  0.370
H 6.161296 -2.831588 7.316313  0.363
H 6.069828 -4.220224 6.222598  0.330
H 5.583368 -6.121252 7.684181  0.325
H 4.231920 -5.766662 6.566470  0.264
H 3.917738 -6.023080 8.292357  0.244

Atoms 1-6, force components in eV/Å:
C -1.3 -0.1 -0.8
C 0.8 -0.4 -1.5
C 0.5 0.5 -0.2
C -1.0 0.0 1.6
C 1.6 -0.2 0.2
C -0.4 0.3 0.7

Record 5
Molecular formula: C4H6N2O2
Method: DFT, ωB97M-V/def2-TZVPD

Its total charge is 0. As for the HOMO energy: -8.242 eV. The calculation puts the frontier orbital gap at 8.15 eV.

Each line ends with the natural charge from an NBO analysis.
Cartesian coordinates (Å):
C 2.228976 -0.315790 0.055658  -0.279
C 0.012329 -0.896741 -0.052145  0.425
C -1.728295 0.538800 -0.143290  -0.137
C -0.411684 0.605928 -0.099718  0.060
H 3.238951 -0.802334 -0.216088  0.195
H 2.180214 0.544312 -0.545186  0.201
H 2.488911 -0.030856 1.105921  0.194
H -3.056668 -1.109127 -0.082101  0.397
H -2.732890 1.116232 0.011868  0.239
H -0.555258 2.426168 -0.609013  0.479
N -1.049451 -1.736463 0.316396  -0.266
N -2.097104 -0.859120 0.080188  -0.391
O 1.244160 -1.347500 -0.130786  -0.468
O 0.237812 1.866487 0.308296  -0.649

Atoms 1-6, force components in eV/Å:
C 3.8 -2.4 1.0
C -3.0 1.0 2.4
C -5.5 -3.9 1.5
C 2.1 -1.1 1.3
H -1.6 0.4 0.0
H -0.9 1.0 -0.9